[1]
Formula: C2H4N3O
Source: OMol25
Level of theory: the ωB97M-V functional and the def2-TZVPD basis

Structure (XYZ):
```
10
Properties=species:S:1:pos:R:3:forces:R:3:mulliken_charge:R:1
C 1.1480 -0.9157 -0.9415 -2.07 -0.67 -0.24 0.16
C -0.7856 0.3984 0.4135 -1.92 1.44 0.87 -0.25
N 1.4141 -0.1098 -0.1180 2.28 1.00 0.97 -0.14
N -0.8903 -0.6666 -0.4489 1.07 -0.03 -1.00 -0.42
N 0.5977 0.7185 0.7119 1.60 -1.86 -2.00 0.69
O 1.1107 1.3439 1.5815 -0.26 0.61 0.75 -0.40
H 1.4879 -1.7511 -1.6306 -0.78 1.22 1.01 0.38
H -1.2172 1.4610 0.1866 0.33 -1.79 -0.15 0.36
H -1.2433 0.1162 1.3918 0.06 0.14 -0.22 0.34
H -1.6221 -0.5948 -1.1462 -0.32 -0.06 -0.01 0.28
```
Positions in Å, forces in eV/Å.

Charge: +1
Energy: -8641.7432 eV
Multiplicity: 1

---

[2]
Formula: C2H4N3O
Source: OMol25
Level of theory: the ωB97M-V functional and the def2-TZVPD basis

Structure (XYZ):
```
10
Properties=species:S:1:pos:R:3:forces:R:3:mulliken_charge:R:1
C 1.5942 0.2047 -0.0395 -0.26 2.80 0.47 0.43
C -1.9116 -0.1161 -0.2007 -0.15 -1.30 1.13 0.43
N -3.0029 0.1606 0.1631 -2.50 2.36 -0.81 -0.34
N 1.5131 1.3504 0.0274 -0.91 1.68 -0.85 -0.07
N 1.7202 -1.0108 0.0898 1.08 -4.99 1.31 -0.35
O -0.8960 -0.6718 -0.2454 2.03 -0.21 -0.94 -0.48
H -3.5917 0.8997 -0.2561 0.34 -0.83 0.59 0.32
H 1.1991 2.2366 -0.3908 0.73 -0.68 0.36 0.36
H 2.4673 -1.4426 0.6555 0.25 0.78 -0.72 0.34
H 0.9084 -1.6108 0.1966 -0.61 0.39 -0.54 0.36
```
Positions in Å, forces in eV/Å.

Charge: +1
Energy: -8648.2311 eV
Multiplicity: 1

---

[3]
Formula: C2H4N3O2S3
Source: OMol25
Level of theory: the ωB97M-V functional and the def2-TZVPD basis

Structure (XYZ):
```
14
Properties=species:S:1:pos:R:3:forces:R:3:mulliken_charge:R:1
N 1.2750 -1.4667 -0.3517 -0.77 -0.04 -1.83 -0.48
C 1.0847 -0.7612 0.7889 2.73 0.20 1.27 0.54
S 2.6353 -1.1366 1.9228 -0.96 -0.80 -1.23 -0.36
N 0.1968 0.0782 0.9660 0.43 0.22 1.11 -0.26
S -0.5848 0.9171 2.1731 0.52 -0.73 -1.12 -0.20
S -2.3774 0.8393 0.7533 -0.69 -0.03 -0.21 -0.26
N -1.7525 -0.0486 -0.4722 -0.97 -0.71 1.73 -0.46
C -1.2750 0.5983 -1.5285 1.39 -0.92 -2.77 0.79
O -0.4806 0.0857 -2.3466 -0.50 0.24 1.02 -0.77
O -1.7724 1.7967 -1.8501 0.22 0.81 -0.06 -0.41
H 0.6429 -1.0472 -1.0551 0.04 -0.55 -0.18 0.26
H 2.1840 -1.7111 -0.7633 -0.52 0.51 1.05 0.24
H 2.3991 -0.1902 2.7714 -0.30 1.02 0.87 0.08
H -2.1752 2.0462 -1.0081 -0.62 0.78 0.33 0.28
```
Positions in Å, forces in eV/Å.

Charge: -1
Energy: -43210.3710 eV
Multiplicity: 1
SMILES: N/C(S)=N/SS/N=C(/[O-])O

---

Number 1: molar mass 86.1 g/mol, strongest force on any atom 3.2 eV Å⁻¹. Number 2: molar mass 86.1 g/mol, strongest force on any atom 5.3 eV Å⁻¹. Number 3: molar mass 198.3 g/mol, strongest force on any atom 3.2 eV Å⁻¹.